Arrangement P

ORCA calculation (ωB97M-V/def2-TZVPD) on C6H9NO2 in the gas phase.

Values from the calculation:
SMILES string ... C=C(N)C(=O)[C@H]1O[C@H]1C
E_HOMO ... -8.5 eV
Total charge ... 0
M ... 127.14 g mol⁻¹
LUMO energy ... 0.47 eV
Kohn-Sham gap ... 8.9 eV

Each line ends with the natural charge from an NBO analysis.
Positions of all 18 atoms, in Å:
C (0.049, 2.395, -0.269)  -0.4476
C (0.409, 1.290, 0.401)  0.0623
N (0.021, 1.004, 1.688)  -0.8169
C (1.321, 0.337, -0.283)  0.5164
O (2.167, 0.699, -1.073)  -0.5071
C (1.155, -1.141, -0.062)  -0.0475
O (0.379, -1.678, 0.978)  -0.4877
C (-0.134, -1.832, -0.312)  0.0966
C (-1.396, -1.097, -0.692)  -0.6552
H (0.461, 2.599, -1.238)  0.2216
H (-0.632, 3.116, 0.151)  0.1927
H (-0.738, 1.550, 2.059)  0.3822
H (0.061, 0.043, 1.984)  0.4097
H (2.064, -1.695, -0.290)  0.2082
H (-0.055, -2.849, -0.700)  0.1888
H (-1.262, -0.601, -1.644)  0.2296
H (-2.230, -1.802, -0.759)  0.2219
H (-1.640, -0.337, 0.061)  0.2321

Arrangement Q

ORCA calculation (ωB97M-V/def2-TZVPD) on C6H9NO2 in the gas phase.

Values from the calculation:
SMILES string ... CC(=C=O)[C@@H](C)C(N)=O
E_HOMO ... -8.5 eV
Total charge ... 0
M ... 127.14 g mol⁻¹
LUMO energy ... 0.70 eV
Kohn-Sham gap ... 9.2 eV

Each line ends with the natural charge from an NBO analysis.
Positions of all 18 atoms, in Å:
C (-1.220, -0.401, 1.721)  -0.5858
C (-0.917, 0.281, 0.409)  -0.3478
C (-1.451, 1.432, 0.131)  0.7303
O (-1.981, 2.438, -0.122)  -0.4511
C (0.102, -0.352, -0.521)  -0.2928
C (-0.275, -0.194, -1.988)  -0.5976
C (1.433, 0.354, -0.246)  0.6834
N (2.243, -0.301, 0.631)  -0.8268
O (1.725, 1.422, -0.721)  -0.6124
H (-1.970, 0.155, 2.281)  0.2243
H (-0.311, -0.467, 2.326)  0.2079
H (-1.594, -1.410, 1.544)  0.2095
H (0.180, -1.411, -0.265)  0.2074
H (-1.243, -0.656, -2.179)  0.2142
H (-0.325, 0.862, -2.242)  0.2286
H (0.476, -0.663, -2.623)  0.2147
H (2.015, -1.212, 0.964)  0.3900
H (3.113, 0.123, 0.898)  0.4040

Arrangement R

ORCA calculation (ωB97M-V/def2-TZVPD) on C6H9NO2 in the gas phase.

Values from the calculation:
SMILES string ... CC1=CN[C@@H](C(=O)O)C1
E_HOMO ... -8.3 eV
Total charge ... 0
M ... 127.14 g mol⁻¹
LUMO energy ... 0.58 eV
Kohn-Sham gap ... 8.8 eV

Each line ends with the natural charge from an NBO analysis.
Positions of all 18 atoms, in Å:
C (-0.342, -1.938, -1.087)  -0.6339
C (-0.304, -0.546, -0.556)  -0.0730
C (-1.361, 0.206, -0.114)  -0.0403
N (-0.890, 1.449, 0.267)  -0.6045
C (0.528, 1.425, 0.173)  -0.1036
C (1.081, 0.241, 1.409)  0.7588
O (2.241, -0.039, 1.497)  -0.5877
O (0.270, 0.148, 2.488)  -0.6895
C (0.769, 0.446, -0.978)  -0.4474
H (0.562, -2.467, -0.787)  0.2244
H (-1.221, -2.472, -0.732)  0.2155
H (-0.387, -1.935, -2.180)  0.2135
H (-2.353, -0.109, 0.154)  0.2144
H (-1.352, 2.000, 0.974)  0.3967
H (1.033, 2.386, 0.186)  0.2314
H (-0.648, 0.321, 2.218)  0.4811
H (1.767, 0.010, -0.955)  0.2393
H (0.606, 0.872, -1.976)  0.2047

Arrangement S

ORCA calculation (ωB97M-V/def2-TZVPD) on C6H9NO2 in the gas phase.

Values from the calculation:
E_HOMO (spin up / spin down) ... -7.6 / -6.6 eV
Total charge ... 0
M ... 127.14 g mol⁻¹
LUMO energy (spin up / spin down) ... 0.84 / 0.68 eV
Kohn-Sham gap (spin up / spin down) ... 8.5 / 7.3 eV

Each line ends with the natural charge from an NBO analysis.
Positions of all 18 atoms, in Å:
C (-0.781, -0.447, -0.346)  0.3099
C (-0.170, 0.894, -1.985)  0.0429
C (-0.081, 0.676, 0.388)  -0.3901
C (0.511, 1.497, -0.789)  -0.4744
C (-1.681, -1.451, 0.277)  -0.6712
C (0.960, 0.182, 1.395)  0.6842
N (1.781, -0.781, 0.902)  -0.8332
O (-0.635, -0.379, -1.629)  -0.4229
O (1.066, 0.627, 2.516)  -0.6030
H (-0.564, 1.315, -2.897)  0.1920
H (-0.800, 1.280, 0.953)  0.2361
H (1.679, -1.131, -0.033)  0.3980
H (2.545, -1.109, 1.469)  0.4060
H (0.321, 2.567, -0.687)  0.2352
H (1.597, 1.365, -0.850)  0.2210
H (-1.223, -1.867, 1.174)  0.2237
H (-2.629, -0.986, 0.573)  0.2148
H (-1.896, -2.252, -0.430)  0.2311

arrangement Q has the most favorable energy; the next structure is 25.6 kcal/mol above.

Arrangement P

ORCA calculation (ωB97M-V/def2-TZVPD) on 2 unconnected molecules or ions with the total composition C4H9N.

Values from the calculation:
SMILES string ... [H]/N=C(/C)C=C.[H][H]
E_HOMO ... -9.6 eV
Total charge ... 0
M ... 71.12 g mol⁻¹
LUMO energy ... 0.46 eV
Kohn-Sham gap ... 10.1 eV

Each line ends with the natural charge from an NBO analysis.
Positions of all 14 atoms, in Å:
H (-0.528, 2.182, 0.457)  0.3428
N (-1.108, 1.342, 0.344)  -0.6304
C (-0.625, 0.218, -0.068)  0.2650
C (-1.593, -0.897, -0.358)  -0.6709
C (0.804, 0.049, -0.489)  -0.2652
C (1.742, 1.007, -0.398)  -0.3396
H (-2.132, -1.157, 0.574)  0.2406
H (-2.325, -0.576, -1.125)  0.2425
H (-1.076, -1.806, -0.727)  0.2091
H (1.078, -0.875, -0.990)  0.2061
H (1.556, 1.971, 0.057)  0.1885
H (2.769, 0.778, -0.663)  0.2040
H (0.518, -0.878, 1.897)  0.0103
H (0.917, -1.358, 1.489)  -0.0027

Arrangement Q

ORCA calculation (ωB97M-V/def2-TZVPD) on C4H9N in the gas phase.

Values from the calculation:
SMILES string ... C/C=C/CN
E_HOMO ... -9.1 eV
Total charge ... 0
M ... 71.12 g mol⁻¹
LUMO energy ... 1.20 eV
Kohn-Sham gap ... 10.3 eV

Each line ends with the natural charge from an NBO analysis.
Positions of all 14 atoms, in Å:
C (-2.386, -0.177, 0.058)  -0.6453
C (-0.996, 0.344, 0.166)  -0.1819
C (0.095, -0.186, -0.296)  -0.2079
C (1.471, 0.477, -0.305)  -0.2452
N (2.630, -0.270, 0.222)  -0.8480
H (-2.566, -1.279, -0.306)  0.2110
H (-2.874, -0.232, 1.032)  0.2178
H (-2.965, 0.524, -0.656)  0.2202
H (-0.956, 1.252, 0.759)  0.1865
H (-0.047, -1.118, -0.817)  0.1863
H (1.736, 0.778, -1.363)  0.1933
H (1.437, 1.414, 0.236)  0.1963
H (2.709, -1.218, -0.127)  0.3585
H (2.713, -0.309, 1.398)  0.3583

arrangement Q has the most favorable energy; the next structure is 16.5 kcal/mol above.

Arrangement P

ORCA calculation (ωB97M-V/def2-TZVPD) on 2 unconnected molecules or ions with the total composition C4H9N.

Values from the calculation:
E_HOMO (spin up / spin down) ... -7.0 / -7.0 eV
Total charge ... 0
M ... 71.12 g mol⁻¹
LUMO energy (spin up / spin down) ... 0.12 / 0.12 eV
Kohn-Sham gap (spin up / spin down) ... 7.2 / 7.1 eV

Each line ends with the natural charge from an NBO analysis.
Positions of all 14 atoms, in Å:
C (-0.648, -1.888, -0.031)  -0.3505
C (1.706, 1.186, 0.013)  -0.6344
N (-1.750, -0.115, -0.291)  -0.6464
C (-0.816, 0.794, -0.104)  0.0469
C (0.448, 0.441, 0.337)  -0.3593
H (-2.705, 0.261, -0.294)  0.3598
H (-1.028, 1.832, -0.387)  0.1841
H (0.462, -0.198, 1.209)  0.2071
H (0.156, -2.160, 0.643)  0.1851
H (-1.583, -2.363, 0.224)  0.1861
H (-0.391, -1.913, -1.080)  0.2043
H (2.482, 0.497, -0.338)  0.2106
H (2.120, 1.709, 0.883)  0.2007
H (1.545, 1.916, -0.784)  0.2061

Arrangement Q

ORCA calculation (ωB97M-V/def2-TZVPD) on C4H9N in the gas phase.

Values from the calculation:
SMILES string ... CN1CCC1
E_HOMO ... -8.7 eV
Total charge ... 0
M ... 71.12 g mol⁻¹
LUMO energy ... 1.27 eV
Kohn-Sham gap ... 10.0 eV

Each line ends with the natural charge from an NBO analysis.
Positions of all 14 atoms, in Å:
C (-1.775, -0.066, 0.114)  -0.4071
N (-0.468, -0.106, -0.442)  -0.4161
C (0.291, 1.070, 0.008)  -0.2182
C (1.544, 0.116, 0.053)  -0.4165
C (0.587, -1.043, 0.060)  -0.2151
H (-2.247, -0.992, -0.054)  0.1966
H (-1.779, 0.202, 1.208)  0.1556
H (-2.341, 0.685, -0.439)  0.2000
H (0.101, 1.469, 1.061)  0.1587
H (0.258, 1.926, -0.651)  0.1928
H (2.083, 0.109, -0.846)  0.2050
H (2.247, 0.201, 0.869)  0.2043
H (0.321, -1.359, 1.123)  0.1621
H (0.750, -1.966, -0.582)  0.1977

Arrangement R

ORCA calculation (ωB97M-V/def2-TZVPD) on C4H9N in the gas phase.

Values from the calculation:
SMILES string ... C=CNCC
E_HOMO ... -8.2 eV
Total charge ... 0
M ... 71.12 g mol⁻¹
LUMO energy ... 1.16 eV
Kohn-Sham gap ... 9.3 eV

Each line ends with the natural charge from an NBO analysis.
Positions of all 14 atoms, in Å:
C (-0.312, 2.210, 0.447)  -0.5426
C (-0.849, 0.964, 0.437)  0.0341
N (-0.015, -0.131, 0.709)  -0.6058
C (-0.167, -1.268, -0.238)  -0.2109
C (1.115, -1.488, -1.065)  -0.6189
H (-0.937, 3.093, 0.524)  0.2012
H (0.611, 2.292, -0.134)  0.1968
H (-1.908, 0.733, 0.465)  0.1821
H (0.946, 0.160, 0.814)  0.3671
H (-0.471, -2.190, 0.284)  0.1807
H (-1.028, -1.046, -0.878)  0.1863
H (1.106, -2.491, -1.462)  0.2180
H (1.127, -0.663, -1.780)  0.2109
H (1.989, -1.359, -0.421)  0.2009

Arrangement S

ORCA calculation (ωB97M-V/def2-TZVPD) on a molecular structure, C4H9N.

Values from the calculation:
E_HOMO ... -9.3 eV
Total charge ... 0
M ... 71.12 g mol⁻¹
LUMO energy ... 1.24 eV
Kohn-Sham gap ... 10.6 eV

Each line ends with the natural charge from an NBO analysis.
Positions of all 14 atoms, in Å:
C (-0.332, 0.427, -0.376)  -0.0490
C (-0.045, -1.053, -0.475)  -0.3975
C (-0.214, -1.183, 0.991)  -0.4169
C (0.076, 0.268, 1.075)  -0.4125
H (1.340, 1.319, -1.034)  0.3528
H (-0.022, 2.331, -0.995)  0.3583
H (-1.436, 0.555, -0.323)  0.1823
H (-0.575, -1.590, -1.319)  0.2148
H (1.096, -1.130, -0.692)  0.1885
H (0.536, -1.836, 1.435)  0.2075
H (-1.208, -1.414, 1.411)  0.2057
H (1.218, 0.326, 1.285)  0.1850
H (-0.317, 0.906, 1.868)  0.2044
N (0.350, 1.398, -1.275)  -0.8234

arrangement S has the most favorable energy; the next structure is 1.9 kcal/mol above.

Arrangement P

ORCA calculation (ωB97M-V/def2-TZVPD) on 2 unconnected molecules or ions with the total composition C4H9N.

Values from the calculation:
SMILES string ... C=CN.C=C
E_HOMO ... -8.2 eV
Total charge ... 0
M ... 71.12 g mol⁻¹
LUMO energy ... 1.16 eV
Kohn-Sham gap ... 9.4 eV

Each line ends with the natural charge from an NBO analysis.
Positions of all 14 atoms, in Å:
C (-0.189, 1.091, 2.003)  -0.5216
C (-0.878, 0.287, 1.148)  0.0178
N (-2.111, -0.313, 1.363)  -0.8071
H (-0.651, 1.553, 2.841)  0.1885
H (0.915, 1.146, 1.926)  0.2049
H (-0.434, 0.034, 0.217)  0.1805
H (-2.790, -0.297, 0.682)  0.3694
H (-2.478, -0.369, 2.219)  0.3672
C (2.223, -0.122, -2.162)  -0.3925
C (1.117, -0.884, -2.398)  -0.3946
H (2.834, -0.459, -1.205)  0.1960
H (2.440, 0.827, -2.619)  0.2058
H (0.824, -1.792, -1.880)  0.1989
H (0.476, -0.684, -3.267)  0.1868

Arrangement Q

ORCA calculation (ωB97M-V/def2-TZVPD) on C4H9N in the gas phase.

Values from the calculation:
SMILES string ... C/C=C(/C)N
E_HOMO ... -7.5 eV
Total charge ... 0
M ... 71.12 g mol⁻¹
LUMO energy ... 0.70 eV
Kohn-Sham gap ... 8.2 eV

Each line ends with the natural charge from an NBO analysis.
Positions of all 14 atoms, in Å:
C (1.889, 0.278, 0.001)  -0.6523
C (0.689, -0.685, 0.040)  -0.3749
C (-0.578, -0.177, -0.128)  0.2349
C (-1.745, -0.410, 0.803)  -0.6804
N (-0.988, 0.886, -1.084)  -0.8339
H (2.646, -0.321, -0.526)  0.2094
H (2.365, 0.383, 0.975)  0.2193
H (1.701, 1.207, -0.526)  0.2024
H (0.936, -1.694, -0.282)  0.2323
H (-2.565, 0.263, 0.564)  0.2377
H (-2.115, -1.436, 0.662)  0.2360
H (-1.444, -0.338, 1.841)  0.2219
H (-0.311, 1.269, -0.381)  0.3870
H (-0.478, 0.775, -1.959)  0.3606

Arrangement R

ORCA calculation (ωB97M-V/def2-TZVPD) on C4H9N in the gas phase.

Values from the calculation:
SMILES string ... CC(C)=CN
E_HOMO ... -7.8 eV
Total charge ... 0
M ... 71.12 g mol⁻¹
LUMO energy ... 1.05 eV
Kohn-Sham gap ... 8.8 eV

Each line ends with the natural charge from an NBO analysis.
Positions of all 14 atoms, in Å:
C (0.208, -0.764, 1.227)  -0.6380
C (-0.025, -0.271, -0.164)  -0.1001
C (0.570, -1.047, -1.317)  -0.6254
C (-0.487, 0.959, -0.407)  0.0039
N (-1.064, 1.844, 0.508)  -0.8157
H (-0.646, -1.315, 1.656)  0.2152
H (1.031, -1.474, 1.280)  0.2137
H (0.394, 0.008, 1.957)  0.1998
H (1.224, -1.835, -0.949)  0.2064
H (-0.140, -1.559, -1.968)  0.2102
H (1.220, -0.469, -1.982)  0.2116
H (-0.540, 1.285, -1.435)  0.1809
H (-1.096, 2.791, 0.163)  0.3697
H (-0.648, 1.849, 1.431)  0.3676

arrangement R has the most favorable energy; the next structure is 41.8 kcal/mol above.

Arrangement P

ORCA calculation (ωB97M-V/def2-TZVPD) on C4H9N in the gas phase.

Values from the calculation:
SMILES string ... C[C@H]1CN1C
E_HOMO ... -8.1 eV
Total charge ... 0
M ... 71.12 g mol⁻¹
LUMO energy ... 1.19 eV
Kohn-Sham gap ... 9.3 eV

Each line ends with the natural charge from an NBO analysis.
Positions of all 14 atoms, in Å:
C (1.686, -0.286, -0.887)  -0.6477
C (0.573, -0.423, 0.273)  -0.0608
C (0.278, 0.935, 0.806)  -0.2666
N (-0.677, 0.238, -0.017)  -0.4464
C (-2.064, -0.155, 0.161)  -0.3992
H (2.729, -0.145, -0.532)  0.2092
H (1.633, -1.224, -1.414)  0.2095
H (1.587, 0.495, -1.685)  0.2222
H (0.586, -1.354, 0.858)  0.1984
H (1.014, 1.416, 0.149)  0.2034
H (0.049, 1.259, 1.829)  0.2038
H (-2.396, -0.619, 1.110)  0.1651
H (-2.702, 0.725, -0.007)  0.2045
H (-2.297, -0.862, -0.645)  0.2047

Arrangement Q

ORCA calculation (ωB97M-V/def2-TZVPD) on C4H9N in the gas phase.

Values from the calculation:
SMILES string ... C/C=C(/C)N
E_HOMO ... -7.9 eV
Total charge ... 0
M ... 71.12 g mol⁻¹
LUMO energy ... 1.12 eV
Kohn-Sham gap ... 9.0 eV

Each line ends with the natural charge from an NBO analysis.
Positions of all 14 atoms, in Å:
C (0.865, -0.064, -1.874)  -0.6542
C (-0.293, -0.238, -0.910)  -0.2963
C (-0.240, -0.024, 0.408)  0.1866
C (-1.504, 0.199, 1.182)  -0.6380
N (0.958, 0.116, 1.119)  -0.8234
H (0.485, -0.210, -2.882)  0.2200
H (1.404, 0.875, -1.745)  0.2104
H (1.563, -0.891, -1.781)  0.2036
H (-1.264, -0.304, -1.391)  0.1937
H (-1.448, -0.087, 2.240)  0.2031
H (-2.308, -0.336, 0.682)  0.2244
H (-1.712, 1.270, 1.195)  0.2226
H (1.805, -0.099, 0.614)  0.3764
H (0.915, -0.367, 2.005)  0.3714

Arrangement R

ORCA calculation (ωB97M-V/def2-TZVPD) on C4H9N in the gas phase.

Values from the calculation:
SMILES string ... C=C(C)CN
E_HOMO ... -9.1 eV
Total charge ... 0
M ... 71.12 g mol⁻¹
LUMO energy ... 1.04 eV
Kohn-Sham gap ... 10.1 eV

Each line ends with the natural charge from an NBO analysis.
Positions of all 14 atoms, in Å:
C (0.523, 1.485, -0.118)  -0.4251
C (0.548, 0.173, -0.032)  -0.0149
C (1.781, -0.730, 0.173)  -0.6630
C (-0.751, -0.658, -0.341)  -0.2407
N (-1.942, 0.018, 0.210)  -0.8387
H (-0.444, 1.911, -0.298)  0.2118
H (1.317, 2.222, 0.137)  0.2031
H (1.615, -1.734, -0.487)  0.2217
H (2.811, -0.213, -0.155)  0.2326
H (1.666, -0.946, 1.354)  0.2299
H (-0.852, -0.751, -1.564)  0.2093
H (-0.481, -1.830, 0.068)  0.1580
H (-2.767, -0.524, 0.117)  0.3592
H (-1.878, 0.118, 1.266)  0.3566

arrangement Q has the most favorable energy; the next structure is 41.2 kcal/mol above.